No. 1
This record from OMol25 describes C12H21AuBF2N3O5S2 as an isolated structure at a distorted geometry. The level of theory is wB97M-V/def2-TZVPD.

E_tot (Eh): -2166.956161
Frontier orbital gap (hartree): 0.2991

Geometry as XYZ:
```
47
Properties=species:S:1:pos:R:3:forces:R:3
N -0.746000 1.357660 0.504983 -0.2317 -0.3013 -0.3405
F 4.935900 -1.740640 0.908483 -0.5283 -0.0271 0.3432
N -1.988300 1.970660 -1.563117 -0.3639 0.0463 -0.2259
C -1.098600 1.179260 -0.819817 0.7766 -1.3671 0.2288
H 2.726600 5.368760 0.383783 -0.0060 0.0857 0.1360
O 0.231600 -3.746440 -0.035317 1.5098 0.4953 1.0877
H -1.848600 -2.298240 0.046783 0.1677 -0.0284 -0.0102
S -0.732300 -4.040640 -1.117117 -1.5268 -0.4550 -0.4999
H -4.054000 -3.282640 0.295083 -0.0143 0.0265 -0.0898
H -1.769500 3.121860 0.869783 0.1384 -0.2808 0.1946
H 1.107500 2.726160 1.851783 0.0508 -0.0403 0.1106
H -0.933800 -6.175640 0.002583 0.1952 0.0547 -0.1499
C -2.190800 -2.946740 -0.757817 0.1383 -0.2663 -0.3262
H -0.456000 -0.409340 -2.211917 -0.1097 -0.0332 -0.2790
H -2.402400 -2.351040 -1.641817 0.0646 0.1145 -0.0233
C 0.726000 0.094460 2.121283 0.0602 0.0564 0.0410
B 4.249500 -2.144040 -0.183717 1.1962 0.2617 0.0361
H 0.665700 -0.969040 2.339583 -0.0001 -0.0288 0.0780
H -2.338000 -4.716940 1.330583 -0.0541 -0.0418 0.0332
O -2.654900 2.810260 -0.982917 -0.1680 0.2710 0.0606
H -2.021200 -6.050340 -1.403517 -0.0499 -0.0517 -0.0707
H 1.784600 0.348560 2.075883 0.0822 0.0242 0.0590
C -0.443800 0.039960 -1.241017 -0.6061 0.8788 -0.0474
C -0.994300 2.510560 1.340683 -0.1204 0.4940 0.2319
H 4.335100 4.117860 -1.147617 0.0182 0.0405 0.0319
H 3.014600 3.008660 -1.549117 0.0556 -0.0187 -0.0605
F 5.096000 -2.100640 -1.227517 -0.4019 -0.1562 -0.4292
C 2.586800 4.336660 0.079783 -0.6468 -0.1585 -0.0510
H -3.905200 -4.161140 -1.231617 -0.0602 0.0042 0.0164
H -3.509800 -5.801040 0.555883 0.0508 -0.0232 0.0731
C -2.760700 -5.029940 0.373483 -0.1200 0.0657 -0.0012
C 0.271700 3.337660 1.524283 0.2635 0.2268 -0.7318
H -1.362800 2.166960 2.315383 0.0912 0.1423 -0.1736
Au 2.355000 -2.722040 -0.214817 -0.6883 -0.2415 0.1426
O 0.154300 5.423060 -0.109617 -0.0252 0.4054 0.1215
O -2.073100 1.720660 -2.746917 0.0108 0.0127 -0.2531
O 0.481600 3.211660 -1.132017 0.3821 -0.1440 -0.1747
H 0.253800 0.665860 2.915583 -0.0167 -0.0205 0.1060
C -3.359700 -3.826740 -0.347017 -0.0089 -0.1438 0.1331
C -1.645500 -5.539840 -0.518417 0.1309 0.4690 -0.1853
H 2.904600 4.704560 -2.010617 0.0476 0.0269 -0.1143
H 0.099600 4.151660 2.220783 0.0598 0.1016 0.0854
C 0.092500 0.330860 0.803483 -0.1790 -0.0080 -0.1311
S 0.773800 4.130860 -0.067317 0.1518 0.0007 0.8114
C 3.254900 4.023260 -1.239717 -0.0658 -0.0791 -0.1634
N 0.268500 -0.470340 -0.225717 0.2992 -0.3571 0.2507
H 2.919100 3.665060 0.866183 0.0506 -0.0327 0.1194
```
Positions in Å, forces in eV/Å.



No. 2
This record from OMol25 describes a 2-piece molecular cluster, C5H9NO2 overall. The level of theory is wB97M-V/def2-TZVPD.

Relative energy (zero: lowest compared OMol25 entry of this formula, charge and spin) (eV): 0.598
E_tot (Eh): -401.125005
Net charge: -1
Spin multiplicity: 2
⟨S²⟩: 0.7746
Frontier orbital gap (alpha / beta) (hartree): 0.2909 / 0.2425

Geometry as XYZ:
```
17
Properties=species:S:1:pos:R:3:forces:R:3
O 1.525813 2.313630 0.318760 0.0660 0.2182 -0.0163
N 1.277471 -2.722731 -0.570492 0.0452 -0.4936 -0.5627
H 1.322356 -1.975883 -1.265315 -0.0207 0.3862 0.4143
H -0.067617 -3.699811 0.587237 0.0371 0.0180 -0.0505
C 0.224389 0.352499 0.340750 0.0274 -0.1976 0.6920
C -0.818102 -0.456548 -0.441413 0.0976 -0.0071 -0.1852
H -0.118896 0.496030 1.373427 -0.0795 0.1440 -0.0940
H 1.141849 -0.225820 0.466284 0.0629 0.0302 -0.2002
H -1.863714 -2.265969 0.416185 -0.1474 0.3327 0.1396
C 0.579797 1.744251 -0.258218 -0.1834 -0.3917 -0.0066
O -0.116527 2.108212 -1.228897 0.0407 0.1827 -0.0747
H -0.464620 -0.471511 -1.469455 -0.0258 0.1707 -0.4116
H 0.368592 4.645442 1.098122 -0.3371 -0.0595 -0.0486
C 0.104745 -2.805999 -0.021938 -0.0348 0.1770 0.3600
H -1.774452 0.065432 -0.441512 0.0378 -0.0504 -0.0317
H -0.375701 4.757789 1.089043 0.3120 0.0374 0.0386
C -0.945381 -1.859012 0.007432 0.1019 -0.4971 0.0378
```
Positions in Å, forces in eV/Å.



No. 3
This record from OMol25 describes C23H27N5O3Pd as an isolated structure at a distorted geometry. The level of theory is wB97M-V/def2-TZVPD.

E_tot (Eh): -1520.097611
Net charge: -2
Frontier orbital gap (alpha / beta) (hartree): 0.1650 / 0.1694

Geometry as XYZ:
```
59
Properties=species:S:1:pos:R:3:forces:R:3
H 3.211196 3.764623 -0.358083 0.1713 -0.0124 -0.0513
C 1.982104 -1.849286 -3.118001 -0.1040 0.3533 -0.2241
H 1.865321 5.202836 1.195011 -0.0433 -0.0191 0.0554
H -0.619490 2.419008 4.368730 0.0057 -0.0443 0.0386
C -4.056910 -2.839904 1.535781 0.4902 -0.0713 0.1514
H -6.278045 -2.108674 0.188658 -0.0225 -0.0208 -0.0391
C 0.293057 3.443539 2.689702 0.0547 -0.0618 0.0400
O 2.928382 -0.545079 1.261707 0.3765 -0.1165 0.1495
O -0.419006 2.237788 0.099774 -0.1142 0.4721 0.0507
C 2.845119 -3.809225 -2.489645 0.2776 -0.5386 0.0895
C -1.695560 -2.454074 1.570106 0.3339 0.2983 -0.1100
O 3.260794 3.660582 2.771107 -0.0401 0.2812 0.0694
H 1.658305 0.247590 -3.101302 -0.0474 0.0648 -0.0974
C 2.406112 0.548469 1.188008 0.5151 0.4522 0.5420
C -2.938775 -1.402254 -0.066412 -0.1585 -0.2492 0.4558
C 1.660230 -3.823813 -0.147876 0.0595 0.1471 -0.0831
C 0.070157 2.204660 3.550556 -0.0346 0.1907 -0.0837
N 1.496001 -2.120383 -1.891615 -0.2659 0.2434 0.4914
N -1.849854 0.044136 -1.642612 -0.7224 -0.2014 0.1233
H 0.394289 4.729901 0.322583 -0.0455 -0.0864 0.0830
H 1.013019 1.856510 3.969834 0.0565 -0.0836 0.1182
H 2.314177 -4.644941 0.156907 0.0444 -0.0302 0.0311
H -4.957529 -3.300488 1.930809 0.0379 0.0237 -0.0342
H 2.302864 4.988254 -1.259880 0.0489 0.0142 -0.0676
C 2.020356 -3.300749 -1.504496 -0.0697 -0.2324 0.2859
Pd 0.294053 -1.066949 -0.343642 0.2842 -0.3135 0.3823
H 3.356462 -2.908770 -4.479721 -0.0005 0.0035 0.0123
N 3.118189 1.639114 1.813842 0.2553 -0.3655 0.0185
C -2.817857 -3.075730 2.101794 -0.8063 -0.0240 -0.0622
H 1.731987 3.311331 -1.200514 0.0088 -0.0540 -0.1694
C 1.593544 -0.581576 -3.812638 -0.0029 -0.1442 0.1134
C -2.985019 -0.512515 -1.189561 0.4986 0.5237 -0.7068
H 2.246738 -0.382996 -4.665771 0.0173 0.0325 -0.0280
C 1.257134 3.161297 1.519142 -0.3896 0.4033 -0.0933
C -5.365714 -1.676819 -0.207897 -0.5558 0.0398 -0.2227
H 0.621630 -4.180211 -0.143636 0.0602 0.0498 0.1576
H -0.927566 -0.156024 -1.136458 -0.3946 0.4067 -0.4316
C 0.643569 2.017231 0.670715 0.3160 0.0860 0.2097
C -5.387837 -0.847955 -1.308868 -0.1613 -0.2101 0.3348
C 1.392824 4.403418 0.617747 0.0692 -0.0142 0.0046
H 0.696603 4.257250 3.299517 0.0500 0.0222 -0.0906
H -2.716855 -3.729060 2.960000 0.0379 -0.0078 0.0102
H 1.753750 -2.984679 0.564481 -0.0695 -0.3919 -0.0248
C 2.627431 2.859294 2.093900 0.0262 -0.1743 -0.0392
C -4.222826 -0.276943 -1.798151 0.0968 0.1947 -0.1253
H -1.888198 0.791492 -2.311879 -0.0759 -0.0045 0.0051
H -4.253043 0.374599 -2.664244 -0.0075 0.0031 0.0009
C 2.213353 4.102060 -0.630971 -0.1135 0.0963 0.1532
H -0.346368 1.406644 2.940196 -0.0790 -0.1677 0.0316
C 2.821394 -2.865177 -3.537560 0.2508 0.0455 -0.5738
H 0.560513 -0.635039 -4.171824 -0.0387 0.1137 -0.0214
H -0.713711 -2.594258 2.013836 -0.0802 -0.0444 -0.0964
H 4.006618 1.389820 2.230479 -0.1487 0.0164 -0.0520
H -0.661890 3.765825 2.269499 0.0619 0.0148 -0.0961
N 1.255681 0.835302 0.606493 -0.7823 -0.7300 -0.6358
H -6.331869 -0.630335 -1.801701 0.0360 -0.0156 0.0340
C -4.143672 -1.977741 0.420734 0.1832 0.0130 0.0317
H 3.403877 -4.737000 -2.453682 0.0081 0.0031 0.0244
N -1.739241 -1.643928 0.516992 0.6419 -0.1794 -0.0396
```
Positions in Å, forces in eV/Å.



No. 4
This record from OMol25 describes a 2-piece molecular cluster, C4H14N2O overall. The level of theory is wB97M-V/def2-TZVPD.

Relative energy (zero: lowest compared OMol25 entry of this formula, charge and spin) (eV): 1.052
E_tot (Eh): -345.537528
Frontier orbital gap (hartree): 0.3728

Geometry as XYZ:
```
21
Properties=species:S:1:pos:R:3:forces:R:3
H -0.611889 -1.723065 0.041694 0.1565 -0.1440 -0.1389
H 0.629824 0.751975 -0.897565 -0.0669 -0.0493 -0.0438
C 1.338855 -1.259816 0.792462 0.4363 -0.3559 -0.4417
H 2.923554 -2.328855 0.024911 0.1004 -0.0706 0.1341
H -0.175210 0.389625 2.102737 0.4975 0.1327 -0.3302
H -1.375097 -0.782387 1.923792 0.0815 0.0185 -0.3244
H -0.908884 2.581925 -1.876609 0.1524 -0.2701 0.0955
H 1.259611 -1.568068 1.829573 -0.1747 -0.1077 0.2556
C -0.800137 -0.057308 1.324337 -0.4236 -0.0404 0.7755
H -0.446339 3.239501 -3.147500 0.4450 -0.3098 0.3707
H 2.015658 -0.399840 0.777508 -0.1037 0.2488 0.0143
H -2.371755 1.391807 1.653562 0.1866 0.1246 -0.0957
N 0.051117 -0.078306 -1.009503 0.2508 -0.2613 0.2584
H 0.532587 -0.659805 -1.685727 -0.0738 0.1601 -0.2387
H 1.649566 -2.379180 -0.951737 -0.0845 0.1507 0.3686
O -0.109679 2.705977 -2.403392 -0.5570 0.5660 -0.4964
N 1.915181 -2.386171 0.034093 -0.1161 0.0117 -0.3249
C -0.013255 -0.833045 0.250081 -0.4481 0.4687 0.2413
H -2.462288 0.572767 0.094104 0.0300 0.0131 0.1150
H -1.270476 1.816608 0.297548 0.0771 0.1294 0.2495
C -1.770943 1.005660 0.825632 -0.3657 -0.4154 -0.4437
```
Positions in Å, forces in eV/Å.



No. 5
This record from OMol25 describes a 2-piece molecular cluster, C6H17ClSi2 overall at a distorted geometry. The level of theory is wB97M-V/def2-TZVPD.

Relative energy (zero: lowest compared OMol25 entry of this formula, charge and spin) (eV): 2.694
E_tot (Eh): -1277.884240
Frontier orbital gap (alpha / beta) (hartree): 0.2409 / 0.2577

Geometry as XYZ:
```
26
Properties=species:S:1:pos:R:3:forces:R:3
H -2.545266 0.723797 0.163955 -0.3601 -0.0396 0.3010
C -0.669668 -1.573735 0.953357 -1.0443 -0.9514 0.5953
H -0.988741 2.978764 -1.091153 -0.8922 0.0315 0.5089
C -2.383792 -0.279266 -0.228780 0.7477 0.6405 -0.5745
Cl 4.974511 -0.323989 -0.760960 0.3673 0.1908 -0.6306
C -0.243728 -1.295858 -1.437981 -0.9727 0.4683 -0.0755
H 2.662744 -2.171356 -0.384137 0.4774 0.3318 0.0548
H 0.620998 1.409567 2.698090 0.2951 -0.2512 -0.9060
H -0.756987 -1.982452 -2.129199 -0.3546 -0.2783 0.9644
H 0.675244 -1.673106 -1.065265 0.7980 -0.8028 -0.1381
H -0.297858 1.836606 -2.187058 0.4175 0.1827 -0.6951
H -2.993124 -1.004802 0.274184 -0.1582 -0.2686 0.6230
C -0.129110 2.363541 -1.263817 -0.7659 -1.4254 0.7320
H -2.767552 -0.280212 -1.217726 -0.2765 0.2658 -1.2365
H 0.656450 3.046447 -1.220643 1.6878 0.9881 -0.6635
Si 3.304521 -0.947853 0.231479 -1.8970 0.4453 -0.3727
H -0.523286 -2.598453 0.635448 0.4594 -0.2339 -0.3849
H 0.016295 -0.512525 -2.081866 0.6581 1.2319 -1.4324
H -0.914760 1.733047 2.193342 -3.0109 0.3716 0.4611
C -0.883705 -0.627088 -0.205741 0.2973 0.2692 0.1753
H 0.089924 -1.316646 1.625260 1.7241 0.4017 0.8069
Si 0.232948 1.038815 0.014340 -0.4399 -2.2068 2.0832
C 0.034932 1.740311 1.822350 3.6906 1.0134 -1.8114
H 0.412329 2.782828 1.557523 -0.7756 -0.8157 0.9009
H -1.510262 -1.716004 1.627488 -0.5288 0.5527 -0.0207
H 3.926935 -1.350371 1.477502 -0.1437 -0.1117 0.7353
```
Positions in Å, forces in eV/Å.



No. 6
This record from OMol25 describes C4H7INO as an isolated structure at a distorted geometry. The level of theory is wB97M-V/def2-TZVPD.

Relative energy (zero: lowest compared OMol25 entry of this formula, charge and spin) (eV): 3.749
E_tot (Eh): -583.882073
Net charge: +1
Frontier orbital gap (hartree): 0.2594

Geometry as XYZ:
```
14
Properties=species:S:1:pos:R:3:forces:R:3
H -1.370178 -1.555216 0.509710 1.6393 0.7275 -0.7845
H 2.825132 -0.511618 1.176264 0.1093 -0.2364 0.2492
H 0.380254 -1.876254 0.207839 1.0433 -0.8836 0.3159
C -0.431836 -1.302343 -0.119690 -2.9380 1.1470 -0.5325
H -0.191941 1.158449 -1.754531 0.9621 -0.1467 -1.7923
C 0.962360 1.935634 0.722467 -1.3015 -2.7784 -1.8406
H 1.498293 2.648421 1.127470 3.0133 3.2859 2.5262
H -1.607031 1.345289 -0.808267 0.7094 0.1116 0.7559
I 3.488036 0.132256 -0.122865 0.6605 0.2997 -0.4797
O 0.196464 2.371701 -0.164631 -2.0630 -0.0280 -1.4324
H -0.750121 -1.562089 -1.202171 0.9351 0.9080 1.6322
N 0.007775 0.162004 0.099388 -1.8438 -2.1187 -1.7307
C -0.502661 1.223330 -0.762340 -0.4759 0.1835 1.6336
C 0.917224 0.504017 0.948730 -0.4500 -0.4714 1.4795
```
Positions in Å, forces in eV/Å.